# 1
Formula: C2H4F2OS
Source: the OMol25 dataset
Level of theory: ωB97M-V with the def2-TZVPD basis set

Computed properties:
Molar mass in g/mol: 114.1
Energy relative to the best compared isomer or geometry (same formula, charge and spin) in kcal/mol: 37.0
Calculated total energy in Eh: -751.68127
HOMO level (alpha / beta) in eV: -9.14 / -9.14
Kohn-Sham gap (alpha / beta) in eV: 9.59 / 9.59

Cartesian coordinates (Å):
C (1.40747, -0.26550, 0.34270)
C (-1.36862, 0.71350, -0.29049)
O (-0.35671, -2.13288, -0.72072)
F (-1.24941, 0.55639, 1.03995)
F (-1.02247, 1.93090, -0.63867)
S (0.17431, -0.74448, -1.02922)
H (0.81264, 0.25999, 1.09019)
H (2.25157, 0.35459, -0.04025)
H (1.77013, -1.14365, 0.88257)
H (-2.41891, 0.47114, -0.63605)

---

# 2
Formula: C2H4F3N
Source: the OMol25 dataset
Level of theory: ωB97M-V with the def2-TZVPD basis set

Computed properties:
SMILES string: FC(F)F.C=N
Molar mass in g/mol: 99.1
Energy relative to the best compared isomer or geometry (same formula, charge and spin) in kcal/mol: 37.1
Calculated total energy in Eh: -432.91648
HOMO level in eV: -10.49
Kohn-Sham gap in eV: 11.35

Cartesian coordinates (Å):
F (-0.62526, 1.67410, 2.03910)
C (0.44280, 0.87448, 1.73676)
F (0.55454, -0.03888, 2.73316)
F (1.55997, 1.59365, 1.62494)
H (0.45333, 0.29521, 0.72357)
C (-0.83527, -1.03809, -1.81336)
N (0.23677, -0.77506, -1.17426)
H (-0.99960, -1.05304, -2.82183)
H (-1.74128, -1.24627, -1.33852)
H (0.95400, -0.28610, -1.70956)

---

# 3
Formula: C2H4F3N2O
Source: the OMol25 dataset
Level of theory: ωB97M-V with the def2-TZVPD basis set

Computed properties:
Molar mass in g/mol: 129.1
Energy relative to the best compared isomer or geometry (same formula, charge and spin) in kcal/mol: 106.0
Net charge: +1
Calculated total energy in Eh: -562.47491
HOMO level (alpha / beta) in eV: -15.32 / -13.98
Kohn-Sham gap (alpha / beta) in eV: 9.35 / 6.33

Cartesian coordinates (Å):
C (0.61238, -0.21278, -0.52274)
C (1.85782, -1.07568, -0.65488)
N (0.25451, 0.47859, -1.59178)
N (-0.86304, -0.20379, 1.87989)
O (-0.55184, -0.76660, 2.97923)
F (1.45933, -2.31465, -0.76011)
F (2.57035, -0.73291, -1.80584)
F (2.60879, -0.98683, 0.39849)
H (0.83872, 0.47940, -2.45405)
H (-0.54217, 1.14230, -1.74137)
H (-1.75366, -0.73784, 1.49176)
H (-0.05280, -0.32876, 3.68888)

---

# 4
Formula: C2H4F3NO5S2Sm
Source: the OMol25 dataset
Level of theory: ωB97M-V with the def2-TZVPD basis set

Computed properties:
<S²>: 8.7643
Molar mass in g/mol: 393.5
Spin multiplicity: 6
Net charge: +1
Calculated total energy in Eh: -2263.01251
HOMO level (alpha / beta) in eV: -13.95 / -13.96
Kohn-Sham gap (alpha / beta) in eV: 8.07 / 8.85

Cartesian coordinates (Å):
N (-0.47686, 0.87563, -0.04662)
S (0.85308, 1.20208, -1.12209)
O (1.89848, 0.92538, 0.04251)
O (1.02264, -0.01666, -2.01313)
S (-1.02800, -0.60141, 0.33879)
O (0.24773, -1.37984, 0.25999)
O (-1.62111, -1.37124, 1.44132)
C (-2.69306, -0.34136, -0.51166)
F (-3.42126, 0.49192, 0.20487)
F (-2.53053, 0.14718, -1.72580)
F (-3.37176, -1.45906, -0.66291)
Sm (2.51394, -1.34651, -0.68699)
O (3.89236, -3.02384, -0.99666)
H (4.81498, -3.08625, -0.75299)
C (0.06109, 2.05098, 1.24493)
H (-0.74668, 2.70209, 0.87024)
H (0.85038, 1.70413, 1.93130)
H (-0.26543, 2.52678, 2.18489)

---

# 5
Formula: C2H4F4N2
Source: the OMol25 dataset
Level of theory: ωB97M-V with the def2-TZVPD basis set

Computed properties:
<S²>: 2.0060
Molar mass in g/mol: 132.1
Energy relative to the best compared isomer or geometry (same formula, charge and spin) in kcal/mol: 15.9
Spin multiplicity: 3
Calculated total energy in Eh: -587.37395
HOMO level (alpha / beta) in eV: -6.05 / -11.39
Kohn-Sham gap (alpha / beta) in eV: 6.76 / 10.55

Cartesian coordinates (Å):
C (-0.30277, 1.31455, -2.62466)
C (0.19240, -1.08620, 1.07924)
N (-0.01838, -0.41299, 3.38730)
N (-0.06596, -1.17770, 2.37465)
F (1.01398, 1.27478, -2.65575)
F (-0.66758, 2.01903, -3.77569)
F (0.13600, -2.23318, 0.33142)
F (0.79994, -0.08533, 0.51392)
H (-0.61363, 1.88003, -1.74024)
H (-0.70844, 0.31780, -2.70593)
H (0.53733, 0.36938, 3.17119)
H (-0.30289, -2.18015, 2.64455)

---

# 6
Formula: C2H4F6LiNO6S2
Source: the OMol25 dataset
Level of theory: ωB97M-V with the def2-TZVPD basis set

Computed properties:
Molar mass in g/mol: 323.1
Energy relative to the best compared isomer or geometry (same formula, charge and spin) in kcal/mol: 200.6
Calculated total energy in Eh: -1987.66506
HOMO level in eV: -10.14
Kohn-Sham gap in eV: 9.07

Cartesian coordinates (Å):
Li (0.63782, 0.71266, -0.57993)
C (-2.65035, 0.10157, 0.15036)
F (-2.20286, -0.98287, -0.39163)
F (-2.99025, 0.91603, -0.84525)
F (-3.84021, -0.06411, 0.85053)
S (-1.27660, 0.82842, 1.35731)
O (-1.24706, 2.27681, 1.22231)
O (-1.62380, 0.35211, 2.71673)
N (0.12122, 0.20348, 0.53052)
S (0.53827, -0.97744, 1.36925)
O (1.24414, -0.54058, 2.54523)
O (-0.52274, -1.97034, 1.65057)
C (1.80024, -1.85101, 0.13875)
F (2.37120, -2.79975, 0.88155)
F (1.24599, -2.35542, -0.96256)
F (2.71273, -0.93772, -0.18309)
O (0.99627, 1.98381, -1.13189)
H (0.94915, 2.25875, -2.04754)
H (1.50690, 2.66949, -0.70140)
O (0.66039, 0.13926, -1.81689)
H (1.29180, -0.49708, -2.15246)
H (0.27777, 0.53386, -2.60055)

---

# 7
Formula: C2H4FN3
Source: the OMol25 dataset
Level of theory: ωB97M-V with the def2-TZVPD basis set

Computed properties:
<S²>: 2.0275
Molar mass in g/mol: 89.1
Energy relative to the best compared isomer or geometry (same formula, charge and spin) in kcal/mol: 19.9
Spin multiplicity: 3
Calculated total energy in Eh: -342.50432
HOMO level (alpha / beta) in eV: -7.21 / -10.72
Kohn-Sham gap (alpha / beta) in eV: 7.95 / 8.81

Cartesian coordinates (Å):
C (0.26164, -1.15156, 0.20800)
C (0.97228, 0.16898, 0.02856)
N (-1.00808, -1.12382, -0.04491)
N (-0.21325, 0.90266, -0.36015)
N (-1.34432, 0.08836, -0.40869)
F (-2.47071, 0.70695, 0.67813)
H (0.79527, -2.00769, 0.43152)
H (1.53622, 0.53027, 0.78659)
H (1.63250, -0.00118, -0.82003)
H (-0.16155, 1.88703, -0.49902)

---

# 8
Formula: C2H4FNO
Source: the OMol25 dataset
Level of theory: ωB97M-V with the def2-TZVPD basis set

Computed properties:
Molar mass in g/mol: 77.1
Energy relative to the best compared isomer or geometry (same formula, charge and spin) in kcal/mol: 107.0
Calculated total energy in Eh: -308.31233
HOMO level in eV: -9.64
Kohn-Sham gap in eV: 10.51

Cartesian coordinates (Å):
C (-1.94867, -0.10294, -0.09657)
C (1.74689, 0.06188, 0.11981)
N (-0.72426, -0.13580, 0.19179)
O (0.12528, -0.00315, -0.86874)
F (2.83486, -0.28928, -0.54539)
H (-2.60223, -0.08814, 0.77839)
H (-2.54903, 0.16978, -0.94504)
H (1.71408, 1.01959, 0.49414)
H (1.40308, -0.63193, 0.87161)

---

# 9
Formula: C2H4FNO
Source: the OMol25 dataset
Level of theory: ωB97M-V with the def2-TZVPD basis set

Computed properties:
SMILES string: CN(F)C=O
Molar mass in g/mol: 77.1
Energy relative to the best compared isomer or geometry (same formula, charge and spin) in kcal/mol: 66.4
Calculated total energy in Eh: -308.37711
HOMO level in eV: -9.89
Kohn-Sham gap in eV: 10.77

Cartesian coordinates (Å):
C (1.00849, -0.50977, -0.02241)
N (-0.09639, 0.38571, -0.05669)
F (0.40877, 1.62996, -0.32952)
C (-1.43957, 0.28860, 0.11387)
O (-2.00183, -0.72101, 0.41478)
H (1.90058, -0.03349, 0.17156)
H (0.87644, -1.40720, 0.60151)
H (1.14133, -0.97220, -1.00453)
H (-1.79783, 1.33941, 0.11143)

---

# 10
Formula: C2H4FNO2
Source: the OMol25 dataset
Level of theory: ωB97M-V with the def2-TZVPD basis set

Computed properties:
Molar mass in g/mol: 93.1
Energy relative to the best compared isomer or geometry (same formula, charge and spin) in kcal/mol: 67.0
Calculated total energy in Eh: -383.61274
HOMO level in eV: -10.32
Kohn-Sham gap in eV: 9.86

Cartesian coordinates (Å):
C (-1.32015, 0.35311, 0.06759)
C (-0.30215, -0.69113, 0.43899)
N (1.40057, 0.14346, -0.51358)
O (-2.50690, 0.15790, 0.02361)
O (-0.72831, 1.50270, 0.01872)
F (-0.34316, -1.95488, -0.07722)
H (-0.18057, -0.54329, 1.55066)
H (1.41677, -0.05453, -1.53077)
H (0.26766, 1.31498, 0.19570)
H (2.29624, -0.22833, -0.17370)

---

# 11
Formula: C2H4FNO2
Source: the OMol25 dataset
Level of theory: ωB97M-V with the def2-TZVPD basis set

Computed properties:
Molar mass in g/mol: 93.1
Energy relative to the best compared isomer or geometry (same formula, charge and spin) in kcal/mol: 108.0
Calculated total energy in Eh: -383.54732
HOMO level in eV: -11.84
Kohn-Sham gap in eV: 10.60

Cartesian coordinates (Å):
C (-1.13564, -0.14291, 0.17041)
C (0.11284, 0.39715, -0.31352)
N (1.29510, -0.47466, -0.21026)
O (1.28441, -1.35851, 0.63645)
O (2.23191, -0.12315, -0.94641)
F (0.68871, 1.63271, 0.77419)
H (-1.77058, -0.55525, -0.55358)
H (-1.70220, 0.52270, 0.71628)
H (-1.00413, -0.87563, 0.98810)
H (-0.00042, 0.97755, -1.26166)

---

# 12
Formula: C2H4FNO2
Source: the OMol25 dataset
Level of theory: ωB97M-V with the def2-TZVPD basis set

Computed properties:
Molar mass in g/mol: 93.1
Energy relative to the best compared isomer or geometry (same formula, charge and spin) in kcal/mol: 64.5
Calculated total energy in Eh: -383.61669
HOMO level in eV: -10.16
Kohn-Sham gap in eV: 9.73

Cartesian coordinates (Å):
C (1.13393, -0.33406, -1.91212)
C (1.01114, 0.75772, -0.74285)
N (-0.62008, -0.15677, 0.26352)
O (2.06735, -0.39506, -2.66728)
O (0.22037, -1.18147, -1.87409)
F (0.61379, 2.00446, -0.89869)
H (1.78964, 0.57506, -0.04532)
H (-1.31836, 0.59922, 0.32858)
H (-0.31291, -0.83514, -0.77933)
H (-0.23242, -0.39473, 1.19280)

---

# 13
Formula: C2H4FOP
Source: the OMol25 dataset
Level of theory: ωB97M-V with the def2-TZVPD basis set

Computed properties:
<S²>: 2.0106
Molar mass in g/mol: 94.0
Energy relative to the best compared isomer or geometry (same formula, charge and spin) in kcal/mol: 10.4
Spin multiplicity: 3
Calculated total energy in Eh: -594.91754
HOMO level (alpha / beta) in eV: -5.89 / -10.71
Kohn-Sham gap (alpha / beta) in eV: 6.65 / 8.32

Cartesian coordinates (Å):
C (-0.10588, 0.25167, -0.54429)
C (1.02725, -0.74841, -0.23825)
O (-0.16588, 1.26440, -1.18930)
F (-2.42227, 1.39538, 0.22586)
P (-1.54257, 0.05667, 0.60732)
H (0.81582, -1.39267, 0.67271)
H (1.05944, -1.34915, -1.12925)
H (1.84195, -0.07053, 0.02067)
H (-0.50785, 0.59264, 1.57452)

---

# 14
Formula: C2H4FP
Source: the OMol25 dataset
Level of theory: ωB97M-V with the def2-TZVPD basis set

Computed properties:
Molar mass in g/mol: 78.0
Energy relative to the best compared isomer or geometry (same formula, charge and spin) in kcal/mol: 107.7
Calculated total energy in Eh: -519.62427
HOMO level in eV: -9.95
Kohn-Sham gap in eV: 7.99

Cartesian coordinates (Å):
C (0.85453, 0.05016, 0.41644)
C (-0.54174, -0.21616, 0.63558)
F (-0.96626, 1.38628, -1.05581)
P (-0.01671, -1.33073, -0.56603)
H (1.07861, 0.87558, -0.35771)
H (1.55455, -0.08156, 1.26459)
H (-1.52766, -0.19901, 1.29160)
H (-0.43533, -0.48456, -1.62866)

---

# 15
Formula: C2H4I2O
Source: the OMol25 dataset
Level of theory: ωB97M-V with the def2-TZVPD basis set

Computed properties:
Molar mass in g/mol: 297.9
Energy relative to the best compared isomer or geometry (same formula, charge and spin) in kcal/mol: 56.0
Calculated total energy in Eh: -749.12627
HOMO level in eV: -9.05
Kohn-Sham gap in eV: 8.71

Cartesian coordinates (Å):
C (0.19562, -0.08431, -0.54845)
C (-1.63622, -0.06576, 0.49275)
O (-1.38509, -0.15860, 1.76687)
I (-2.91413, -1.63530, -0.15645)
I (-2.63429, 1.82568, -0.13580)
H (0.80611, 0.25195, 0.28269)
H (0.47169, -1.13721, -0.71948)
H (0.26911, 0.44145, -1.56708)
H (-0.64039, 0.58638, 2.01295)

---

# 16
Formula: C2H4I3N2
Source: the OMol25 dataset
Level of theory: ωB97M-V with the def2-TZVPD basis set

Computed properties:
Molar mass in g/mol: 436.8
Energy relative to the best compared isomer or geometry (same formula, charge and spin) in kcal/mol: 51.8
Net charge: +1
Calculated total energy in Eh: -1080.79967
HOMO level (alpha / beta) in eV: -12.84 / -12.84
Kohn-Sham gap (alpha / beta) in eV: 7.08 / 7.08

Cartesian coordinates (Å):
C (-3.24088, -0.67814, -1.75545)
C (-0.24108, 0.24553, -0.01161)
N (-4.05726, -0.39377, -0.94286)
N (-1.16894, -0.87255, 0.33388)
I (-1.47077, -2.45172, -0.97617)
I (-4.73795, -0.88933, 0.81854)
I (-2.89195, -0.03219, -3.62341)
H (0.77187, 0.02747, 0.27621)
H (-0.70864, 1.14826, 0.35119)
H (-0.18286, 0.32358, -1.07897)
H (-1.15020, -1.07699, 1.40059)

---

# 17
Formula: C2H4I3NO
Source: the OMol25 dataset
Level of theory: ωB97M-V with the def2-TZVPD basis set

Computed properties:
Molar mass in g/mol: 438.8
Energy relative to the best compared isomer or geometry (same formula, charge and spin) in kcal/mol: 6.6
Calculated total energy in Eh: -1101.57524
HOMO level in eV: -8.75
Kohn-Sham gap in eV: 7.77

Cartesian coordinates (Å):
C (0.70228, 0.60347, -0.92988)
C (-0.71802, -0.44788, 0.68994)
N (-0.47948, 0.00187, -0.63962)
O (0.53177, 2.39771, -0.64566)
I (0.32352, -2.33446, 1.02365)
I (-2.11214, 0.67256, -1.70492)
I (1.13725, 3.04077, 1.09066)
H (0.91786, 0.70338, -1.98440)
H (1.54334, 0.32684, -0.31081)
H (-1.77009, -0.67651, 0.83899)
H (-0.36181, 0.23167, 1.46248)

---

# 18
Formula: C2H4IN2
Source: the OMol25 dataset
Level of theory: ωB97M-V with the def2-TZVPD basis set

Computed properties:
Molar mass in g/mol: 183.0
Energy relative to the best compared isomer or geometry (same formula, charge and spin) in kcal/mol: 50.7
Net charge: +1
Calculated total energy in Eh: -485.43823
HOMO level (alpha / beta) in eV: -13.90 / -13.45
Kohn-Sham gap (alpha / beta) in eV: 7.71 / 6.64

Cartesian coordinates (Å):
C (0.97669, -1.76336, 0.02222)
C (0.10091, 0.53754, 0.05040)
N (0.57831, -0.54639, 0.03027)
N (-0.11227, 1.79134, 0.05362)
I (-3.43332, -0.11746, -0.23381)
H (1.41564, -2.16999, -0.87680)
H (0.90290, -2.36048, 0.91811)
H (-1.00658, 2.18248, 0.34216)
H (0.57773, 2.44633, -0.30617)

---

# 19
Formula: C2H4IN3O2
Source: the OMol25 dataset
Level of theory: ωB97M-V with the def2-TZVPD basis set

Computed properties:
Molar mass in g/mol: 229.0
Energy relative to the best compared isomer or geometry (same formula, charge and spin) in kcal/mol: 108.9
Calculated total energy in Eh: -690.86810
HOMO level (alpha / beta) in eV: -7.97 / -9.27
Kohn-Sham gap (alpha / beta) in eV: 6.52 / 9.17

Cartesian coordinates (Å):
C (0.15144, -1.05639, 0.47010)
C (-1.73769, 1.51088, -0.51541)
N (1.46093, 0.90062, 0.27399)
N (1.29563, -1.77926, 0.36089)
N (0.33452, 0.39591, 0.21728)
O (-0.92716, -1.47336, 0.82349)
O (1.95826, 1.92397, -0.11931)
I (-2.46376, 0.07374, -1.88270)
H (-2.09068, 1.20515, 0.50100)
H (-1.47672, 2.47286, -0.73071)
H (2.12015, -1.34295, -0.06292)
H (1.37507, -2.83118, 0.66429)

---

# 20
Formula: C2H4IN3S
Source: the OMol25 dataset
Level of theory: ωB97M-V with the def2-TZVPD basis set

Computed properties:
<S²>: 2.0318
Molar mass in g/mol: 229.0
Energy relative to the best compared isomer or geometry (same formula, charge and spin) in kcal/mol: 0.0
Spin multiplicity: 3
Calculated total energy in Eh: -938.59556
HOMO level (alpha / beta) in eV: -8.17 / -8.69
Kohn-Sham gap (alpha / beta) in eV: 7.50 / 6.40

Cartesian coordinates (Å):
C (0.23239, -1.65125, 2.39445)
C (-0.51916, 2.16901, -1.08339)
N (-0.41865, -1.26330, 3.31344)
N (1.34927, -1.75722, 0.33098)
N (0.79501, -2.15767, 1.36187)
S (-1.73169, 0.87381, -0.87669)
I (-0.55980, -0.95080, -1.80952)
H (-0.85582, 3.12366, -0.61873)
H (0.39953, 1.74673, -0.58325)
H (-0.36505, 2.34578, -2.12841)
H (1.67397, -2.47874, -0.30075)